(1)
DFT (ωB97M-V/def2-TZVPD) results for a cluster of 2 separate species, C4H11ClN in total in a non-equilibrium geometry.

ORCA input file:
```
! wB97M-V def2-TZVPD RIJCOSX def2/J DEFGRID3
* xyz 1 1
C -1.55229 0.28896 0.71553
C 1.55954 -1.73286 -0.53987
C -0.46107 0.43955 -0.32877
C 1.21890 -0.63780 0.38322
N 0.01984 1.80618 -0.57338
Cl 2.54964 0.73319 0.37757
H -2.33527 1.04986 0.52181
H -2.13208 -0.61010 0.52517
H -1.16739 0.27518 1.79166
H 1.48464 -1.57120 -1.61332
H 0.91059 -2.46031 -0.36580
H 2.53257 -1.87924 -0.19602
H -0.72460 -0.11995 -1.24616
H 1.15160 -0.94543 1.47257
H 0.04221 2.15260 -1.48115
H 0.97480 1.75755 -0.20594
H -0.60167 2.25446 0.16185
*
```

Properties
LUMO energy, eV: -3.3
Relative energy (zero: lowest compared OMol25 entry of this formula, charge and spin), eV: 1.787
E_HOMO, eV: -14.38
Kohn-Sham gap, eV: 11.11


(2)
DFT (ωB97M-V/def2-TZVPD) results for an isolated molecule of C4H11IN2 in a non-equilibrium geometry.

ORCA input file:
```
! wB97M-V def2-TZVPD RIJCOSX def2/J DEFGRID3
* xyz 0 3
C -1.86157 -1.03112 0.30846
C 0.23463 -1.74973 -0.75079
C 1.84481 1.82737 0.64607
C -0.63077 -0.56897 -0.45118
N 1.07484 0.97234 -0.24379
N 0.11982 0.36984 0.37118
I -1.38083 2.14512 1.07147
H -2.27984 -1.80758 -0.23431
H -1.86701 -1.21105 1.39587
H -2.45907 -0.13114 0.23483
H 0.31744 -2.30358 0.20270
H 1.17211 -1.42217 -1.21491
H -0.31757 -2.51573 -1.40878
H 1.95985 1.26496 1.54932
H 2.86807 1.98714 0.19662
H 1.29250 2.73339 0.74390
H -1.00139 -0.07815 -1.29865
H 0.91397 1.51905 -1.11803
*
```

Properties
LUMO energy (spin up / spin down), eV: 0.9 / -2.2
Relative energy (zero: lowest compared OMol25 entry of this formula, charge and spin), eV: 0.000
E_HOMO (spin up / spin down), eV: -6.93 / -8.93
Kohn-Sham gap (spin up / spin down), eV: 7.84 / 6.77


(3)
DFT (ωB97M-V/def2-TZVPD) results for the ion C4H11IN2 with charge +2 in a non-equilibrium geometry.

ORCA input file:
```
! wB97M-V def2-TZVPD RIJCOSX def2/J DEFGRID3
* xyz 2 1
C -0.27953 0.59478 0.07033
C 1.94754 0.04848 -1.00250
C 0.72975 0.62013 1.18146
C 0.58112 -1.64489 0.35263
N -3.78668 0.75592 -0.30147
N 0.96408 -0.25695 0.02761
I -2.29517 -0.25638 0.29321
H -0.27601 1.46935 -0.65309
H 2.01478 1.06629 -1.12027
H 2.86382 -0.06977 -0.52529
H 1.75674 -0.48996 -1.87792
H 0.55523 0.22070 2.18968
H 1.58455 1.45622 1.14901
H -3.92879 0.81617 -1.33207
H -0.36577 -1.64529 0.96373
H 0.35992 -2.18659 -0.64197
H 1.50843 -1.99891 0.98602
H -3.93402 1.50070 0.24091
*
```

Properties
LUMO energy, eV: -9.7
Relative energy (zero: lowest compared OMol25 entry of this formula, charge and spin), eV: 1.500
E_HOMO, eV: -19.91
Kohn-Sham gap, eV: 10.18